Entry 1:
C36H98BClIO14 | ωB97M-V/def2-TZVPD

```
151
Properties=species:S:1:pos:R:3:mulliken_charge:R:1
H 6.1822 -3.7322 -10.1095 0.275
C 1.8882 -5.2228 -3.4573 -0.968
H -4.7959 6.5597 -5.5442 0.267
H 4.9377 11.4870 -4.5613 0.345
H 0.8360 1.8858 -0.8194 0.255
C 3.2855 11.4795 -3.1629 -0.275
H -0.0092 -2.5391 2.4527 -0.050
H -6.0353 -4.1023 0.8967 0.305
H -5.3176 -5.3872 -0.0911 0.311
H 3.1652 10.1362 -1.7613 0.275
H -0.9351 7.2208 -1.7571 0.241
H -2.0643 -2.2722 1.1986 0.096
C -0.5528 -1.4541 -2.4808 0.180
H -0.4768 -2.9615 -4.0238 0.297
H 4.0523 -2.0741 6.3907 0.341
H 5.5840 -6.0032 -9.2458 0.262
H 0.2204 2.6350 11.8196 0.294
H 1.8391 7.9395 -2.4104 0.212
H -1.9500 -5.5846 -0.7362 -0.322
C 0.2275 6.7856 -3.2553 -0.272
C -0.7016 -6.5397 1.2509 -0.552
C 3.0531 -1.6390 6.4911 -0.538
C 0.2727 -1.5804 2.0132 -0.398
H 5.5740 -3.0029 -8.6137 0.255
C -0.4292 -7.0196 -0.2161 -0.855
H 2.5783 11.9557 -3.8417 0.277
H -0.8107 -8.0485 -0.2989 0.459
H 0.4472 8.9022 -2.8718 0.311
C 1.3109 1.0335 12.0002 -0.374
H 0.3600 -6.5001 3.8018 0.547
O -0.3979 2.3855 0.7267 -0.538
H -1.5804 1.5879 -4.0636 0.202
H 3.7090 12.2517 -2.5114 0.270
C 3.2559 -4.0039 2.0764 -0.905
C -4.7950 -3.3941 -0.7294 -0.455
H 0.4044 4.8306 -0.0858 0.268
H 1.4998 4.2470 -1.3497 0.257
H 1.5608 0.8953 9.8634 0.059
H -0.7947 -7.4486 1.8761 0.396
O 1.4147 -2.6693 -3.1456 -0.341
H 6.7004 -5.1898 -8.1290 0.295
H -3.7234 1.7238 -5.1971 0.465
O -0.3738 6.4798 -1.9999 -0.438
H 1.8090 3.8695 0.3581 0.344
H -5.4901 7.7719 -4.4764 0.335
C -5.6623 6.7886 -4.9220 -1.121
C -0.2726 -5.1227 -1.9945 0.638
O -1.8138 -1.4376 0.7925 -0.238
H -6.5472 6.8459 -5.5588 0.351
H 5.3444 2.8509 7.3917 0.349
B 2.1078 -3.6799 -3.9428 0.448
C -2.8552 3.0137 -3.6955 -0.126
H 1.6501 -4.4108 4.7740 0.122
H 3.5336 -3.9109 -9.1557 0.276
C 1.8239 -4.8549 3.7818 -0.483
H 0.6914 0.5950 12.7902 0.308
C 0.5016 -5.5245 3.3089 -0.810
C 0.4171 -5.6782 -3.2746 -0.662
O -4.6711 5.6482 -3.0235 -0.425
H 3.8533 3.1789 6.5207 0.304
I 1.7371 -3.5804 -6.1443 -0.367
H -1.5208 -0.5336 2.6238 0.271
C 5.6989 -5.1583 -8.5637 -0.850
H -0.0971 0.6731 10.4019 0.371
O 2.1107 -3.7421 7.2489 -0.538
H -4.8070 3.0084 -4.6325 0.185
H -0.9636 3.1170 0.9861 0.271
C 3.5512 2.5250 8.5525 -0.246
H 2.9906 -4.1227 7.1829 0.297
O -5.9914 -0.3527 -0.2343 -0.440
H 0.0981 -1.3441 -1.6085 -0.021
H -0.5757 2.8463 -1.2775 -0.123
H 1.0862 -0.6291 10.6350 0.269
C 0.9455 0.4533 10.6474 -0.692
H -7.9720 0.0750 -0.6118 0.285
C -0.9591 -0.7494 1.7055 -0.101
H -0.3580 -4.8960 3.5963 0.177
H -0.6797 0.1973 1.2463 0.023
H -3.1670 3.5689 -2.8137 0.172
H 0.8264 -1.7988 1.0984 0.060
H -0.9296 -4.2951 -2.3075 -0.365
H -1.7468 -6.7850 -2.0019 0.497
H -0.1711 -5.4832 -4.1862 0.176
C 0.2064 2.7248 -0.5247 0.326
C -5.1363 -4.4059 0.3480 -0.396
H -3.8984 -3.6833 1.6621 0.253
H 2.7533 -2.2664 8.5393 0.205
H 0.9346 -1.0609 2.7092 0.333
H 4.0399 2.6104 9.5288 0.300
H -1.6629 -6.0047 1.3374 0.140
H -5.8400 0.4639 -2.7831 0.166
C -7.0698 -0.2292 -1.1547 -0.269
H -5.9850 4.7541 -4.2925 0.204
H -2.4077 3.7200 -4.4040 0.246
H 3.0229 -3.6298 1.0647 0.198
O -1.8665 2.0745 -3.2842 -0.403
C 0.5032 -5.7189 1.7683 0.050
H 2.5456 2.9357 8.6366 0.278
H -5.6146 -3.2904 -1.4441 0.352
H -0.8601 -0.4414 -2.7898 -0.294
H -6.7000 5.9612 -3.2151 0.249
H 4.4294 4.3291 7.7429 0.363
H -3.8961 -3.7018 -1.2672 -0.023
H 2.3192 -5.8585 -4.2562 0.245
H -6.5443 1.7574 -1.8238 0.332
H -4.5907 -2.4157 -0.2922 0.113
H 0.8498 5.9339 -3.5289 0.297
H 0.6453 -6.9639 -0.4335 0.397
H -7.5621 0.8547 -2.9629 0.368
H 1.5338 8.2766 -4.1240 0.272
H -4.5415 6.5095 -2.6177 0.251
C 1.0300 3.9923 -0.3983 -1.107
O 3.4254 1.1435 8.2172 -0.472
O 2.5491 10.5528 -2.3703 -0.459
H 0.4592 -4.7222 1.3045 -0.109
H 4.1226 -3.4101 2.4221 0.223
H 1.2591 -1.9368 7.6470 0.229
H -1.4512 -2.0300 -2.2233 -0.040
H 3.9570 10.0085 -4.5889 0.229
H 4.3131 0.7790 8.1542 0.244
H 2.5624 -1.7382 5.5211 0.090
H -4.4751 1.5938 -3.6136 0.035
H 2.5049 -5.4283 -2.5638 0.302
O 4.1642 -3.8149 -9.8760 -0.528
H -5.8363 0.5127 0.1540 0.267
C -6.7404 0.7694 -2.2486 -0.970
H 0.3601 -1.3971 -4.4318 0.387
C -5.8328 5.7339 -3.8446 -0.063
O 2.1151 -3.7908 2.8870 -0.089
H -7.2442 -1.2170 -1.5806 0.270
H 4.9678 -5.2855 -7.7623 0.222
H 0.4184 -6.7836 -3.1671 0.423
C 2.2600 -2.3593 7.5649 -0.179
C 4.3817 10.7790 -3.9439 -0.982
C 0.2000 -2.1725 -3.6627 -0.433
C -1.1844 -6.1616 -1.2896 -0.360
H 3.5405 -5.0601 1.9744 0.419
H 2.3559 0.8306 12.2337 0.287
O -4.0554 -4.5449 1.2660 -0.469
Cl 3.9723 -3.3210 -3.7114 -0.465
C 1.0621 8.0497 -3.1663 -0.897
H 2.6091 -5.6235 3.8456 0.497
H 0.4646 -4.7094 -1.2902 0.071
C 4.3401 3.2704 7.4925 -1.184
H 5.0820 10.2834 -3.2670 0.325
H 1.4301 -6.2285 1.4608 0.262
C 5.4636 -3.8512 -9.2971 -0.231
H 3.1542 -0.5793 6.7276 0.126
C -4.0384 2.2991 -4.3226 -0.848
H -0.5582 6.8927 -4.0114 0.283
O 1.1429 2.4502 12.0145 -0.517
```

Its gap between HOMO and LUMO is 6.5463 eV. Its total charge is -1. For the total energy, the calculation gives -88886.5018 eV. For the energy above the lowest of the compared OMol25 structures with the same formula, charge and spin, the calculation gives 0.000 eV. The highest occupied orbital energy comes out at -4.95 eV.

Entry 2:
C4H9NO2S | ωB97M-V/def2-TZVPD

```
17
Properties=species:S:1:pos:R:3:mulliken_charge:R:1
H -2.0704 0.5787 0.9653 0.380
H 0.2641 0.4872 1.8431 0.417
H 0.3954 -0.5885 -1.5854 0.141
H -1.0228 0.2261 -1.9503 0.284
O -1.3655 2.4213 0.9719 -0.509
H 1.8034 -1.3339 1.7836 0.362
C -1.4449 1.4697 0.2278 0.291
H -0.2661 -2.1253 -0.6729 0.111
S 1.7158 -2.1516 -0.4143 -0.275
N -0.0809 0.3131 -1.5999 -0.578
H -0.5050 -0.8235 0.9473 0.541
C -0.0768 0.9046 -0.2733 0.766
H 0.6118 1.7575 -0.2480 0.328
H 2.4545 -0.1723 0.6254 0.378
O -2.4452 0.6932 -0.1187 -0.479
C 1.6150 -0.8332 0.8336 -0.626
C 0.2811 -0.0614 0.8873 -1.533
```

Its gap between HOMO and LUMO is 8.1482 eV. Its total charge is 0. For the total energy, the calculation gives -20709.3895 eV. For the energy above the lowest of the compared OMol25 structures with the same formula, charge and spin, the calculation gives 5.643 eV. The highest occupied orbital energy comes out at -9.30 eV.

Entry 3:
C5H10S | ωB97M-V/def2-TZVPD

```
16
Properties=species:S:1:pos:R:3:mulliken_charge:R:1
C 2.5526 0.2350 -0.3970 -0.266
H 3.5762 -0.6012 1.3712 0.155
C -0.5796 0.7953 -0.6369 -0.070
H -1.0433 2.7615 0.3227 0.228
H 1.9157 0.0802 -1.3147 0.183
H 0.2327 2.6779 -1.0560 0.240
H -1.4157 -1.5854 1.0606 0.398
H -0.1795 -1.8272 -0.3011 0.289
H 0.1367 -1.6817 1.4969 0.376
H -0.6648 0.6166 1.5425 0.260
C -0.7452 2.2588 -0.7578 -1.083
S 2.9697 -1.1621 0.3041 -0.090
H -1.5703 2.6453 -1.3938 0.326
H -0.7196 0.4148 -1.6133 0.438
C -0.4279 -1.3432 0.6455 -1.392
C -0.5544 0.1453 0.5627 0.007
```

Its gap between HOMO and LUMO is 8.7140 eV. Its total charge is 0. For the total energy, the calculation gives -16177.8715 eV. For the energy above the lowest of the compared OMol25 structures with the same formula, charge and spin, the calculation gives 4.606 eV. The highest occupied orbital energy comes out at -8.48 eV.